Density functional theory data (ωB97M-V with the def2-TZVPD basis set) for a cluster of 8 separate species, C36H32BF4O22 in total in a non-equilibrium geometry.

Atoms and positions in Å:
B  -0.37653  -0.59032  -0.54613
F  -0.97853  -0.09132  -1.69513
F  0.74547  0.16768  -0.06613
F  -1.36053  -0.60532  0.46587
F  0.01647  -2.00132  -0.69613
C  5.39747  3.60368  0.78887
C  5.90247  2.81168  -0.41613
C  5.14947  1.80968  -1.03113
O  5.47547  1.25268  -1.95313
C  3.84747  1.59968  -0.36013
C  3.28247  2.31168  0.79887
C  4.10947  3.31268  1.39987
O  3.66747  3.99268  2.42287
O  2.09347  2.03668  1.30087
O  7.18647  2.97068  -0.94313
H  6.01147  4.36768  1.22687
H  3.24247  0.90168  -0.94513
H  1.64747  1.44268  0.74187
H  7.28847  2.56568  -1.83513
C  4.21647  -4.81832  0.35287
C  3.19947  -3.68932  0.05887
C  3.74247  -2.53832  -0.75313
O  2.95547  -1.59332  -1.06613
C  5.16447  -2.46132  -1.12613
C  6.09947  -3.62132  -0.75013
C  5.62747  -4.81332  -0.16813
O  6.37547  -5.85232  -0.03813
O  7.43847  -3.41232  -1.06613
O  1.92147  -3.79532  0.43187
H  3.92647  -5.47932  0.82287
H  5.68547  -1.65232  -1.57213
H  7.82347  -4.00932  -0.41213
H  1.35347  -3.16932  -0.24513
C  -6.66053  -0.91632  -0.78513
C  -6.52953  -0.00532  0.40087
C  -5.34853  0.88468  0.43087
O  -5.22553  1.72968  1.33487
C  -4.24953  0.74368  -0.66313
C  -4.36753  -0.30532  -1.76713
C  -5.65953  -1.18132  -1.80713
O  -5.79453  -1.98932  -2.72713
O  -3.44153  -0.68532  -2.51913
O  -7.51153  0.27168  1.30587
H  -7.69853  -1.37032  -0.76913
H  -3.45753  1.18968  -0.58213
H  -2.72953  -0.03832  -2.19813
H  -7.42553  0.98868  1.85987
C  0.92647  5.00768  -3.91513
C  1.90547  4.14868  -4.60013
C  2.09747  2.80368  -4.19813
O  2.77347  2.01768  -4.89213
C  1.43347  2.29968  -3.04013
C  0.62447  3.21768  -2.25213
C  0.30247  4.56768  -2.65013
O  -0.48153  5.29268  -2.11113
O  0.02947  2.92068  -0.97913
O  2.65947  4.58568  -5.74513
H  0.67547  5.98268  -4.34413
H  1.72947  1.37068  -2.57513
H  -0.01053  1.95568  -0.82013
H  2.92747  3.93368  -6.14113
C  -6.25453  -4.14032  1.55787
C  -5.81053  -4.67432  0.12887
C  -4.54753  -4.24432  -0.47013
O  -4.11353  -4.79832  -1.45613
C  -3.80253  -3.20732  0.16987
C  -4.29653  -2.59332  1.57887
C  -5.48853  -2.99432  2.28887
O  -5.81853  -2.70032  3.35687
O  -3.70053  -1.40232  2.18887
O  -6.58253  -5.59232  -0.48313
H  -7.14353  -4.34432  2.00187
H  -2.85053  -3.01332  -0.36013
H  -3.19753  -0.86232  1.51187
H  -6.01353  -5.79132  -1.07713
C  -1.60953  2.43368  2.10387
C  -1.85953  3.82268  1.45287
O  -2.72053  3.92268  0.63987
C  -0.75853  4.86168  1.66187
H  -0.71453  1.88768  1.73687
H  -2.53353  1.71868  2.04187
H  -1.34553  2.57768  3.16387
H  0.28347  4.58068  1.82487
H  -0.99753  5.16968  2.67987
H  -0.91153  5.57368  0.97487
C  0.05447  -1.46732  3.22587
C  1.22847  -1.94132  3.93787
O  1.14547  -2.54932  4.99587
C  2.60247  -1.67432  3.44287
H  -0.36353  -2.18932  2.67087
H  0.42447  -0.90232  2.45487
H  -0.46553  -0.76832  3.97487
H  3.06247  -0.85832  3.79587
H  2.50747  -1.63532  2.44187
H  3.22047  -2.57932  3.46287

- Energy relative to the best compared isomer or geometry (same formula, charge and spin): 88.5 kcal per mole
- LUMO: -0.647 eV
- Kohn-Sham gap: 6.1 eV
- Molecular weight: 903.43 g/mol
- Charge: -1

Mulliken atomic charge list, values in e, 5 entries: 0.40 -0.23 -0.12 0.02 -0.40

Density functional theory data (ωB97M-V with the def2-TZVPD basis set) for a structure of composition C36H32BeCl2N3O4PS in a non-equilibrium geometry.

Atoms and positions in Å:
Be  0.42225  -1.55887  -1.70524
O  1.67484  -1.68275  -5.18874
C  1.00363  -1.23132  -4.28780
O  1.12000  -1.60169  -3.05069
C  -0.04485  -0.16951  -4.60990
C  -0.36531  -0.04682  -5.96076
C  -1.26853  0.90211  -6.40278
C  -1.85198  1.76958  -5.49021
C  -1.53662  1.66408  -4.14759
C  -0.65264  0.68825  -3.68270
P  -0.21435  0.66135  -1.90218
C  -1.73395  1.32591  -1.11278
C  -2.96465  0.75293  -1.45525
C  -4.12711  1.11976  -0.79438
C  -4.08471  2.06731  0.22191
C  -2.87310  2.64924  0.55841
C  -1.70748  2.28127  -0.10237
C  1.01966  2.00094  -1.77764
C  1.53503  2.32522  -0.52287
C  2.48583  3.32125  -0.38583
C  2.96819  3.98128  -1.50825
C  2.50293  3.62779  -2.76478
C  1.53178  2.64461  -2.90111
H  0.12900  -0.71422  -6.65252
H  -1.50601  0.97630  -7.45600
H  -2.54540  2.53230  -5.82068
H  -1.98171  2.35864  -3.44613
H  -3.01047  0.01537  -2.24621
H  -5.06919  0.66826  -1.07870
H  -4.99254  2.35893  0.73364
H  -2.82900  3.39669  1.34067
H  -0.77637  2.75927  0.17178
H  1.23256  1.75660  0.34646
H  2.86937  3.56100  0.59830
H  3.71377  4.75868  -1.40206
H  2.89843  4.11061  -3.64901
H  1.18052  2.38587  -3.89078
C  -2.57215  -1.61459  1.94939
N  -2.32061  -1.61406  0.52191
C  -1.72717  -2.60272  -0.14710
S  -1.57805  -2.50822  -1.85830
N  -1.26443  -3.64136  0.54500
C  -0.46815  -4.70620  -0.04578
H  -3.03348  -0.66711  2.21433
H  -1.64406  -1.70589  2.51889
H  -3.24991  -2.42595  2.22875
H  -2.68010  -0.85695  -0.04163
H  -1.18698  -3.52880  1.54467
H  -0.97363  -5.10502  -0.92070
H  -0.35778  -5.49383  0.69685
H  0.51174  -4.33376  -0.34798
Cl  -0.56512  -0.01057  2.18536
C  0.48777  1.18479  2.88770
C  0.05225  2.50101  2.84777
C  0.87900  3.53090  3.25374
C  2.15976  3.22868  3.69493
C  2.57068  1.91456  3.75680
Cl  4.17882  1.58112  4.33505
C  1.75140  0.83303  3.37539
N  2.24147  -0.44489  3.47996
C  1.54132  -1.67317  3.43279
C  0.61392  -1.96711  4.42842
C  -0.06889  -3.17011  4.42399
C  0.19455  -4.10280  3.42737
C  1.12361  -3.80830  2.44180
C  1.81192  -2.59682  2.42510
C  2.75424  -2.28263  1.29652
C  2.06154  -1.49813  0.18328
O  2.41317  -0.36572  -0.08059
O  1.08021  -2.13326  -0.38602
H  -0.94100  2.70334  2.46993
H  0.54026  4.55594  3.20735
H  2.84459  4.00802  3.99856
H  3.24757  -0.50599  3.47664
H  0.43800  -1.23594  5.20766
H  -0.78701  -3.38936  5.20326
H  -0.30953  -5.06213  3.43146
H  1.34338  -4.53460  1.66725
H  3.14703  -3.21294  0.88435
H  3.58801  -1.65871  1.61056

- Energy relative to the best compared isomer or geometry (same formula, charge and spin): 22.9 kcal per mole
- LUMO: 0.386 eV
- Kohn-Sham gap: 8.6 eV
- Molecular weight: 713.63 g/mol

Mulliken atomic charge list, values in e, 5 entries: 0.06 -0.70 0.36 -0.37 0.34

Density functional theory data (ωB97M-V with the def2-TZVPD basis set) for a structure of composition C36H32Br2Cl5N7O3PS3Ta in a non-equilibrium geometry.

Atoms and positions in Å:
Ta  0.31299  0.33894  -0.03329
C  -3.49981  -1.77999  -1.28122
C  -2.47446  -2.75145  -0.80022
C  -2.73827  -4.13799  -0.80926
C  -1.78673  -5.01740  -0.36868
C  -0.54374  -4.53012  0.08219
C  0.54279  -5.32412  0.52093
Br  0.34566  -7.20813  0.63901
C  1.75176  -4.76696  0.85116
C  1.90949  -3.38041  0.80733
Br  3.56875  -2.56444  1.14032
C  0.86227  -2.54588  0.46156
O  0.93984  -1.24734  0.41909
C  -0.37843  -3.12452  0.06298
N  -1.33171  -2.27079  -0.35647
H  -4.47922  -2.25064  -1.34740
H  -3.21730  -1.42050  -2.27136
H  -3.54081  -0.92136  -0.61178
H  -3.68773  -4.49709  -1.17067
H  -1.96929  -6.08131  -0.37264
H  2.58645  -5.38718  1.13779
C  4.25134  -0.54311  -5.73279
C  2.87693  -0.60934  -5.09704
O  2.82123  0.12205  -3.86687
P  2.74642  -0.59631  -2.42602
S  2.32554  1.09862  -1.32338
S  1.58633  -2.18169  -2.41651
O  4.22696  -1.05555  -2.06258
C  5.32185  -0.12797  -1.99690
C  5.77460  0.07379  -0.56321
H  4.21647  -1.03341  -6.70307
H  4.98286  -1.05533  -5.11344
H  4.56138  0.49215  -5.87239
H  2.58817  -1.65093  -4.91298
H  2.13853  -0.14376  -5.75537
H  5.02398  0.82636  -2.44506
H  6.12556  -0.57215  -2.58925
H  4.97021  0.48577  0.04169
H  6.61032  0.76941  -0.55616
H  6.08822  -0.86955  -0.12062
C  -3.03073  2.38217  -1.31378
C  -2.18429  1.58516  -2.23105
N  -1.08919  0.90175  -1.92430
C  -0.64620  0.33586  -3.08885
C  -1.47119  0.68481  -4.10520
N  -2.44541  1.47190  -3.55507
C  -3.55894  2.04424  -4.27655
N  -3.66483  3.44898  -4.06469
N  -4.75463  3.96980  -3.45459
N  -4.61077  5.20502  -3.27301
C  -3.38640  5.59288  -3.73712
C  -2.72700  6.81982  -3.70766
C  -1.44136  6.85124  -4.19595
C  -0.83026  5.71285  -4.74142
C  -1.46588  4.49056  -4.79324
C  -2.74848  4.44336  -4.26605
H  -2.89744  2.05561  -0.28627
H  -4.08447  2.29141  -1.57798
H  -2.76577  3.44026  -1.36511
H  0.20906  -0.30681  -3.12806
H  -1.44328  0.44587  -5.14671
H  -4.49993  1.60289  -3.92107
H  -3.42391  1.80547  -5.33978
H  -3.21272  7.69061  -3.30296
H  -0.87810  7.77258  -4.15392
H  0.17245  5.80391  -5.12950
H  -0.98699  3.62267  -5.22072
S  -2.01623  0.45159  1.38547
C  -1.78722  -0.27811  2.91302
N  -1.84359  -1.63269  2.99677
C  -1.78573  -2.29839  4.16797
C  -1.64192  -1.61552  5.34375
C  -1.54100  -0.21390  5.30713
C  -1.63736  0.44672  4.10400
H  -1.92860  -2.13677  2.11792
H  -1.85815  -3.37373  4.12887
H  -1.61130  -2.14144  6.28376
H  -1.39075  0.33131  6.22671
H  -1.58605  1.52163  4.03976
Cl  1.39971  -0.84247  3.23789
C  1.30935  0.85504  3.05844
C  0.92599  1.31840  1.81018
C  0.72482  2.68500  1.68790
Cl  0.05843  3.05141  0.14285
C  0.96015  3.59441  2.70411
Cl  0.69626  5.26999  2.48319
C  1.40599  3.09484  3.93785
Cl  1.73115  4.17603  5.22174
C  1.54731  1.71598  4.12661
Cl  1.96686  1.09709  5.66562

- 2S+1: 2
- ⟨S²⟩: 0.758
- LUMO (alpha / beta): -3.210 / -3.161 eV
- Kohn-Sham gap (alpha / beta): 6.3 / 7.5 eV
- Molecular weight: 1255.89 g/mol
- Charge: +1

natural (NBO) atomic charge list, values in e, 5 entries: 1.60 -0.66 0.28 -0.26 -0.10

How do the records compare in energy? In the order shown, they have -94431.0323, -96088.2063, -300467.4547 eV.